The following is a DFT calculation (the ωB97M-V functional and the def2-TZVPD basis) of a molecular structure, C21H45Be2Br3ClFInN2O9PS2.

Calculated values
charge	+2

Last column: Löwdin charge in e.
Geometry (Å):
C 0.314 -0.321 1.868  -0.1516
C 1.665 -0.120 0.962  -0.3982
C 2.725 1.008 1.593  -0.2292
In 4.084 1.558 -0.192  0.6726
C 4.913 -0.474 -0.913  -0.2512
C 4.947 -0.610 -2.547  -0.2836
C 3.475 -0.759 -3.260  -0.1354
F 3.620 -1.841 -4.302  -0.1607
C 2.663 2.267 -1.831  -0.5987
S 1.571 3.726 -1.300  0.7426
C 1.316 4.710 -2.918  -0.5317
C 1.689 6.268 -2.558  -0.1110
P 5.904 3.218 0.409  0.5944
O 5.522 4.228 1.585  -0.4402
O 7.425 2.440 0.891  -0.2958
O 6.315 4.230 -0.990  -0.3000
H -0.296 0.658 2.069  0.0989
H 0.536 -0.813 2.916  0.1238
H -0.395 -1.056 1.249  0.0068
H 1.434 0.283 -0.138  -0.0335
H 2.271 -1.127 0.888  0.1188
H 3.329 0.496 2.469  0.0892
H 2.179 1.965 1.987  0.0618
H 6.039 -0.594 -0.539  0.0843
H 4.215 -1.321 -0.476  0.0546
H 5.506 0.294 -3.078  0.0947
H 5.555 -1.604 -2.785  0.0827
H 2.612 -1.107 -2.549  0.1003
H 3.200 0.227 -3.861  0.1042
H 3.296 2.548 -2.775  0.0434
H 1.897 1.403 -2.120  -0.0818
H 0.229 4.540 -3.316  0.0811
H 2.062 4.283 -3.717  0.0849
H 2.109 6.891 -3.471  0.1164
H 0.746 6.773 -2.057  0.0904
H 2.520 6.224 -1.704  0.1074
H 8.093 3.209 0.879  0.0920
H 6.662 3.554 -1.653  0.0554
C -1.678 4.716 1.475  -0.1785
C -1.861 6.123 2.039  -0.1604
O -1.826 6.987 0.905  -0.1797
S -2.453 6.201 -0.379  0.6850
O -3.838 6.594 -0.516  -0.2084
O -1.504 6.271 -1.466  -0.2655
O -2.410 4.698 0.251  -0.2084
H -0.626 4.517 1.246  0.1151
H -2.053 3.947 2.155  0.1336
H -1.078 6.391 2.752  0.1449
H -2.840 6.232 2.516  0.1411
C -5.912 -2.092 2.580  -0.0537
C -4.500 -2.610 2.812  -0.3064
C -3.507 -1.509 3.209  -0.2648
O -3.159 -0.727 2.059  -0.2226
C -3.908 0.481 1.927  -0.1262
N -4.009 -3.209 1.532  0.2053
H -5.995 -1.500 1.664  0.0853
H -6.614 -2.930 2.484  0.0871
H -6.247 -1.477 3.421  0.0369
H -4.514 -3.409 3.561  0.1599
H -2.577 -1.982 3.547  0.1366
H -3.870 -0.896 4.044  -0.1807
H -4.271 0.860 2.888  -0.0321
H -4.749 0.312 1.252  0.0859
H -3.258 1.237 1.475  0.0812
H -4.704 -3.793 1.054  0.1468
H -3.155 -3.763 1.676  0.1698
H -3.735 -2.433 0.902  0.1599
C 6.419 -1.633 -6.873  -1.5453
Br 6.037 -3.540 -6.887  0.6748
Br 7.277 -1.079 -5.218  0.7846
Br 7.440 -1.088 -8.436  0.6367
H 5.456 -1.114 -6.923  -0.0171
N -5.134 -6.242 1.986  0.0188
C -4.368 -7.270 2.413  -0.1539
C -4.846 -8.555 2.615  -0.0575
C -6.192 -8.803 2.368  -0.0510
C -7.007 -7.764 1.929  -0.0554
C -6.436 -6.513 1.753  -0.1545
H -3.326 -7.026 2.595  0.0979
H -4.185 -9.343 2.957  0.1116
H -6.603 -9.797 2.516  0.1177
H -8.060 -7.924 1.728  0.1125
H -7.030 -5.671 1.408  0.0966
Cl -4.905 0.108 4.650  0.3307
Be 0.862 2.622 -3.544  0.7344
O 6.969 -3.558 -3.569  -0.0245
H 6.590 -3.699 -4.418  -0.1505
Be -0.053 -0.604 -0.835  0.6081

The following is a DFT calculation (the ωB97M-V functional and the def2-TZVPD basis) of a molecular structure, C35H38BN7O5Ta.

Calculated values
energy relative to the best compared isomer or geometry (same formula, charge and spin)	1.112	eV
charge	+1

Last column: Löwdin charge in e.
Geometry (Å):
Ta -0.215 0.436 -0.144  2.0296
C 0.239 -0.084 3.644  -0.0557
C -0.437 1.263 3.878  -0.3257
C 0.475 2.175 4.704  -0.0365
C -1.024 2.009 2.702  -0.1986
C -1.643 3.255 2.840  0.0217
C -2.212 3.534 1.622  -0.0220
N -1.957 2.527 0.780  -0.0129
N -1.214 1.578 1.438  -0.0276
B -2.733 2.223 -0.532  -0.5023
N -3.284 0.805 -0.378  -0.0246
C -4.562 0.419 -0.418  -0.0253
C -4.632 -0.889 -0.007  0.0110
C -3.319 -1.263 0.296  -0.2262
N -2.491 -0.232 0.034  0.0057
C -3.043 -2.591 0.965  -0.3485
C -1.794 -2.664 1.825  -0.0520
C -3.160 -3.774 0.004  -0.0384
N -1.824 2.223 -1.785  -0.0100
C -1.930 2.952 -2.892  -0.0072
C -1.083 2.436 -3.854  0.0401
C -0.467 1.343 -3.256  -0.2354
N -0.940 1.205 -2.003  -0.0630
C 0.593 0.467 -3.841  -0.3689
C 0.120 -0.159 -5.157  -0.0415
C 1.871 1.285 -4.044  -0.0466
H 0.126 -0.694 4.540  0.0983
H -0.196 -0.645 2.821  0.0329
H 1.305 0.023 3.450  0.0692
H -1.328 1.072 4.491  0.1501
H 1.371 2.443 4.148  0.0718
H -0.027 3.087 5.018  0.0747
H 0.797 1.648 5.601  0.0964
H -1.696 3.851 3.731  0.1178
H -2.808 4.368 1.296  0.1371
H -3.585 3.037 -0.688  0.1317
H -5.327 1.117 -0.709  0.1354
H -5.510 -1.494 0.118  0.1217
H -3.890 -2.676 1.655  0.1419
H -0.880 -2.561 1.243  0.0502
H -1.815 -1.902 2.602  0.0694
H -1.753 -3.633 2.322  0.0949
H -2.296 -3.843 -0.651  0.0541
H -3.221 -4.699 0.576  0.0893
H -4.055 -3.702 -0.612  0.0851
H -2.615 3.780 -2.929  0.1397
H -0.936 2.800 -4.854  0.1238
H 0.780 -0.344 -3.134  0.0926
H -0.020 0.604 -5.922  0.0844
H 0.866 -0.863 -5.526  0.0887
H -0.821 -0.693 -5.033  0.0822
H 1.717 2.035 -4.820  0.0900
H 2.161 1.808 -3.133  0.0707
H 2.687 0.640 -4.369  0.0884
O 4.573 3.857 1.867  0.2056
C 3.616 3.253 1.501  -0.1992
C 3.083 1.919 2.115  -0.2821
O 3.477 1.385 3.114  0.1458
C 2.019 1.561 1.191  -0.2134
C 1.783 2.457 0.197  -0.2525
O 0.839 2.173 -0.649  -0.1147
C 2.697 3.626 0.298  -0.2281
O 2.733 4.621 -0.364  0.1837
O 1.172 0.508 1.118  -0.2201
N 2.744 -0.251 -1.150  0.1174
C 3.117 -1.056 -0.043  -0.2744
C 4.241 -0.757 0.712  -0.0315
C 4.523 -1.480 1.862  -0.0615
C 3.697 -2.520 2.250  -0.0632
C 2.587 -2.836 1.479  -0.0213
C 2.276 -2.104 0.342  -0.1725
C 1.133 -2.466 -0.533  -0.2097
C 1.178 -3.710 -1.156  -0.0047
C 0.261 -4.060 -2.134  -0.0454
C -0.728 -3.167 -2.500  -0.0851
C -0.841 -1.955 -1.829  -0.1555
C 0.077 -1.570 -0.835  -0.2609
H 3.485 0.394 -1.403  0.1060
H 2.519 -0.814 -1.964  0.0922
H 4.898 0.048 0.406  0.1235
H 5.390 -1.221 2.454  0.1168
H 3.919 -3.091 3.139  0.1087
H 1.940 -3.655 1.769  0.1212
H 1.979 -4.392 -0.902  0.1274
H 0.338 -5.022 -2.622  0.1169
H -1.433 -3.420 -3.279  0.1170
H -1.657 -1.301 -2.106  0.0922

The following is a DFT calculation (the ωB97M-V functional and the def2-TZVPD basis) of 2 unconnected molecules or ions with the total composition C5H10N2.

Calculated values
energy relative to the best compared isomer or geometry (same formula, charge and spin)	2.742	eV
charge	0

Last column: Löwdin charge in e.
Geometry (Å):
C 1.273 0.400 1.484  -0.1066
C 1.125 0.663 0.012  -0.2958
C 2.147 0.996 -0.779  0.0012
H 0.107 0.953 -0.285  0.0930
H 0.766 -0.535 1.733  0.0639
H 2.319 0.299 1.771  0.0732
H 0.804 1.188 2.071  0.0769
H 3.173 0.846 -0.470  0.0594
H 1.991 1.348 -1.786  0.0552
N -2.727 -0.049 0.238  0.0100
C -2.091 -0.566 -0.914  -0.2407
N -0.005 -1.972 -0.869  0.1071
C -1.075 -1.402 -0.910  -0.2358
H -2.371 -0.460 1.093  0.0757
H -3.735 -0.140 0.195  0.0706
H 0.853 -1.260 -0.725  0.0905
H -2.553 -0.309 -1.858  0.1021

The following is a DFT calculation (the ωB97M-V functional and the def2-TZVPD basis) of a single C8H14N2O molecule.

Calculated values
energy relative to the best compared isomer or geometry (same formula, charge and spin)	3.029	eV
charge	0

Last column: Löwdin charge in e.
Geometry (Å):
C -1.440 -1.418 0.496  -0.4573
C -0.314 -1.188 1.427  -0.0964
C -2.296 2.059 0.428  -0.0279
C 0.911 -1.310 0.611  -0.0659
C 1.712 -0.517 -0.104  -0.2927
C 1.529 0.984 -0.247  -0.0599
C 3.052 -1.102 -0.566  -0.0748
C -3.045 -0.273 -1.067  -0.0108
N -2.128 -0.250 0.136  -0.0986
N -1.906 0.945 0.856  0.0104
O -1.740 -2.376 -0.144  0.0805
H -0.619 -0.293 1.808  0.0617
H -0.377 -1.948 2.125  0.1080
H -1.912 2.882 0.860  0.0311
H -2.937 2.170 -0.451  0.0669
H 1.173 -2.380 0.631  0.1264
H 0.688 1.360 0.414  0.0748
H 1.247 1.312 -1.208  0.0477
H 2.428 1.658 -0.079  0.0962
H 2.870 -2.043 -1.092  0.0747
H 3.853 -1.371 0.184  0.0956
H 3.652 -0.494 -1.182  0.0426
H -3.334 -1.398 -1.194  0.1221
H -3.815 0.472 -0.954  0.0499
H -2.422 0.121 -1.906  0.0958

The following is a DFT calculation (the ωB97M-V functional and the def2-TZVPD basis) of 3 unconnected molecules or ions with the total composition C4H13NO2.

Calculated values
energy relative to the best compared isomer or geometry (same formula, charge and spin)	3.002	eV
charge	0

Last column: Löwdin charge in e.
Geometry (Å):
C 2.484 0.414 0.269  -0.2768
C 1.061 0.236 0.948  -0.2048
C -0.044 -0.155 -0.040  -0.2360
C -0.773 -1.241 -0.121  -0.0425
N 2.666 -0.747 -0.534  -0.0560
H 3.107 0.303 1.070  0.0604
H 2.729 1.278 -0.379  0.1275
H 0.678 1.176 1.524  0.1110
H 0.948 -0.309 1.956  0.1221
H -0.169 0.574 -0.888  0.1193
H -0.773 -2.109 0.479  0.0293
H -1.451 -1.590 -1.034  0.0808
H 2.520 -1.670 0.058  0.1357
H 2.493 -0.876 -1.507  0.0563
H -2.774 0.824 -1.596  0.0049
H -2.702 -0.621 -2.284  0.0204
O -2.835 0.335 -2.404  -0.0592
H -2.790 0.790 1.253  0.0018
H -2.008 1.782 2.038  0.0193
O -2.366 1.606 1.191  -0.0134

The following HOMO-LUMO gap values (in Eh) correspond, in order, to the records above: 0.0388 0.2500 0.3185 0.3560 0.3417.
The following total energy values (in eV) correspond, in order, to the records above: -306180.2136 -59805.7613 -8324.5916 -13547.6349 -9941.1945.
The following E_HOMO values (in eV) correspond, in order, to the records above: -11.5 -11.0 -7.7 -8.8 -8.6.